1.
C15H21AsNO2S as an isolated structure, computed with ωB97M-V with the def2-TZVPD basis set.

Net charge: -1
E_HOMO: -0.1550 hartree
Strongest force on any atom: 3.58 eV Å⁻¹
E_tot: -3423.2135 a.u.

Element x y z (Å)
N: 0.05 -1.27 2.31
As: 1.55 -0.83 1.19
S: 2.19 -3.09 1.35
C: 3.23 -0.50 0.11
C: 3.06 -0.20 -1.42
O: 2.30 0.98 -1.72
C: 0.42 -1.31 -0.45
O: -0.80 -2.01 -0.01
C: -1.91 -1.54 -0.66
C: -2.04 -1.25 -2.08
C: -3.32 -0.75 -2.61
C: -4.51 -0.55 -1.77
C: -4.38 -0.87 -0.34
C: -3.12 -1.36 0.19
C: 0.97 1.12 1.16
C: 1.86 2.28 1.17
C: 1.34 3.66 1.10
C: -0.09 3.90 1.03
C: -1.03 2.77 1.05
C: -0.48 1.42 1.12
H: 0.09 -2.28 2.49
H: 0.23 -0.87 3.25
H: 2.38 -0.58 2.51
H: 1.92 -3.72 0.16
H: 3.86 -1.43 0.18
H: 3.85 0.30 0.61
H: 4.11 0.00 -1.82
H: 2.70 -1.09 -2.02
H: 1.70 0.82 -2.46
H: 0.95 -2.07 -1.10
H: 0.17 -0.37 -0.99
H: -1.15 -1.38 -2.73
H: -3.43 -0.49 -3.70
H: -5.48 -0.17 -2.15
H: -5.26 -0.76 0.35
H: -3.10 -1.59 1.29
H: 2.96 2.15 1.23
H: 2.03 4.54 1.09
H: -0.48 4.94 0.94
H: -2.14 2.89 1.00
H: -1.20 0.58 1.15

=====

2.
A single C2H6BrNOSi molecule, computed with ωB97M-V with the def2-TZVPD basis set.

Net charge: 0
E_HOMO: -0.3652 hartree
Strongest force on any atom: 3.77 eV Å⁻¹
Energy above the lowest of the compared OMol25 structures with the same formula, charge and spin: 0.0075 eV
E_tot: -3073.2905 a.u.

Element x y z (Å)
N: 0.64 1.89 -0.80
C: 0.19 0.98 0.08
O: 0.64 0.85 1.23
C: -0.71 -0.09 -0.32
Si: -0.02 -1.63 0.87
Br: -0.93 -0.41 -2.27
H: 0.35 1.98 -1.71
H: 1.54 2.21 -0.47
H: -1.70 0.09 0.07
H: -0.89 -2.77 0.48
H: -0.54 -1.30 2.13
H: 1.44 -1.79 0.71

=====

3.
A 8-piece molecular cluster, C7H30O8 overall, computed with ωB97M-V with the def2-TZVPD basis set.

Net charge: 0
E_HOMO: -0.3574 hartree
Strongest force on any atom: 1.53 eV Å⁻¹
Energy above the lowest of the compared OMol25 structures with the same formula, charge and spin: 1.9237 eV
E_tot: -886.5328 a.u.

Element x y z (Å)
C: 0.50 -0.12 -1.95
C: -0.18 0.05 -0.64
O: 0.65 0.79 0.23
H: 1.48 -0.56 -1.79
H: 0.59 0.89 -2.37
H: -0.09 -0.71 -2.65
H: -0.33 -0.94 -0.22
H: -1.17 0.48 -0.78
H: 0.09 1.00 0.98
C: -0.44 3.11 4.24
C: 0.20 2.44 3.03
O: -0.77 1.68 2.34
H: 0.11 3.93 4.70
H: -0.56 2.40 5.07
H: -1.44 3.47 4.00
H: 1.04 1.77 3.18
H: 0.63 3.15 2.33
H: -0.86 0.84 2.80
C: 1.05 1.37 -5.43
O: 0.64 2.52 -4.76
H: 0.32 0.56 -5.50
H: 1.43 1.62 -6.42
H: 1.93 0.94 -4.94
H: 1.22 3.23 -5.05
C: 2.39 -2.39 0.48
O: 1.82 -3.12 -0.59
H: 1.59 -1.94 1.06
H: 2.91 -3.06 1.16
H: 3.11 -1.71 0.02
H: 2.46 -3.78 -0.87
C: -4.12 -1.35 0.20
O: -3.62 -2.31 1.09
H: -5.16 -1.15 0.45
H: -3.47 -0.49 0.39
H: -4.06 -1.71 -0.82
H: -2.72 -2.50 0.81
O: 3.00 2.39 -1.90
H: 2.69 2.65 -1.03
H: 2.59 1.54 -2.06
O: -1.05 -3.41 0.62
H: -0.65 -4.19 0.99
H: -0.38 -3.05 0.04
O: -0.97 -1.10 3.16
H: -1.53 -1.44 3.85
H: -0.89 -1.81 2.53